No. 1
DFT (ωB97M-V/def2-TZVPD) results for one molecule with the formula C5H8N2.

## Properties
spin multiplicity: 1
highest occupied orbital energy: -8.811 eV
structure (SMILES): N[C@@H]1C=C[C@H]2CN12

Last column: Mulliken charge in e.
Positions of all 15 atoms, in Å:
C1 -0.5017 -1.5516 0.7072  -0.455
N1 -0.5864 -0.6960 -0.4657  -0.434
C2 0.7105 -1.3003 -0.1147  0.027
C3 1.6350 -0.1758 0.2143  -0.570
C4 0.9852 0.9822 0.1310  -0.510
C5 -0.4876 0.7369 -0.1206  0.355
N2 -1.0599 1.5464 -1.1848  -0.742
H1 -0.6101 -1.0723 1.6789  0.241
H2 -1.0158 -2.5060 0.6079  0.255
H3 -1.0228 0.8863 0.8355  0.210
H4 1.0809 -2.1059 -0.7461  0.321
H5 2.6925 -0.3080 0.4212  0.430
H6 1.4068 1.9739 0.2674  0.343
H7 -1.9531 1.1240 -1.4270  0.257
H8 -1.2736 2.4662 -0.8047  0.274

---

No. 2
DFT (ωB97M-V/def2-TZVPD) results for a 2-piece molecular cluster, CH2N2O3 overall in a non-equilibrium geometry.

## Properties
spin multiplicity: 1
highest occupied orbital energy (alpha / beta): -9.575 / -9.954 eV

Last column: Mulliken charge in e.
Positions of all 8 atoms, in Å:
C1 -0.0891 -0.2178 -0.0065  -0.408
N1 2.1460 -0.8766 -0.6447  0.144
N2 1.8176 -1.4874 -2.0911  1.005
O1 2.7028 -1.6448 0.0547  -0.257
O2 1.1584 -0.7740 -2.7653  -0.508
O3 2.3235 -2.5385 -2.2869  -0.515
H1 -0.1972 -0.0691 1.0635  0.277
H2 -0.4779 0.5684 -0.6425  0.261

---

No. 3
DFT (ωB97M-V/def2-TZVPD) results for a 2-piece molecular cluster, CH3Cl2OP overall in a non-equilibrium geometry.

## Properties
spin multiplicity: 1
highest occupied orbital energy: -9.572 eV
structure (SMILES): O=CCl.PCl

Last column: Mulliken charge in e.
Positions of all 8 atoms, in Å:
C1 -2.8158 0.4557 0.4172  0.180
O1 -1.6388 0.4538 0.4410  -0.347
P1 2.5988 -0.2097 -0.7551  0.085
Cl1 2.9192 -2.1215 -0.0741  -0.193
Cl2 -3.8378 -0.6550 -0.3935  -0.119
H1 -3.5006 1.1906 0.8297  0.283
H2 3.8520 0.4373 -0.8582  0.065
H3 2.4229 0.4489 0.3930  0.047

---

No. 4
DFT (ωB97M-V/def2-TZVPD) results for one molecule with the formula C4H7NO2 in a non-equilibrium geometry.

## Properties
spin multiplicity: 1
highest occupied orbital energy: -8.126 eV
structure (SMILES): NCC1=COCO1

Last column: Mulliken charge in e.
Positions of all 14 atoms, in Å:
C1 1.6428 -0.6594 -0.0353  -0.562
C2 0.2110 -0.1676 -0.0025  0.412
C3 -0.3263 1.0301 0.0735  -0.146
C4 -2.0084 -0.4016 0.0399  -0.187
H1 2.6828 0.9407 -0.8046  0.269
H2 2.5503 0.9640 0.7879  0.270
H3 1.7915 -1.2797 -0.9456  0.308
H4 1.6770 -1.3943 0.7571  0.320
H5 0.1711 2.0248 -0.0069  0.281
H6 -2.5820 -0.6458 -0.8670  0.210
H7 -2.5209 -0.6209 1.0592  0.210
N1 2.7285 0.3443 0.0406  -0.633
O1 -1.7256 0.9903 -0.0857  -0.367
O2 -0.7725 -1.1413 -0.0039  -0.386

---

No. 5
DFT (ωB97M-V/def2-TZVPD) results for a 2-piece molecular cluster, C26H28N5O overall in a non-equilibrium geometry.

## Properties
spin multiplicity: 1
highest occupied orbital energy: -11.249 eV
total charge: +1

Last column: Mulliken charge in e.
Positions of all 60 atoms, in Å:
C1 -2.2020 4.3092 0.3099  -0.928
N1 -1.9578 2.9015 0.5091  0.253
C2 -2.9690 2.0223 0.7658  0.299
O1 -4.1520 2.3187 0.9095  -0.682
C3 -2.3455 0.6289 0.8515  -0.002
C4 -2.8803 -0.3309 -0.2142  -0.707
C5 -4.3673 -0.5844 -0.0752  0.522
C6 -5.2439 -0.2426 -1.1106  -0.337
C7 -6.6223 -0.3864 -0.9346  -0.613
C8 -7.1231 -0.9198 0.2605  -0.430
C9 -6.2413 -1.2992 1.2804  -0.728
C10 -4.8626 -1.1380 1.1092  -0.220
N2 -0.9128 0.9161 0.7162  0.613
C11 0.0040 -0.0745 0.7371  0.359
C12 1.3663 0.1462 0.5598  0.564
C13 2.3781 -0.8067 0.4754  -0.257
C14 3.7725 -0.4535 0.4449  0.738
C15 4.7871 -1.4343 0.6103  -0.373
C16 6.1325 -1.1155 0.4902  -0.784
C17 6.5312 0.2068 0.2324  0.692
C18 7.9169 0.5433 0.0732  -0.117
N3 9.0443 0.8272 -0.0669  -0.447
C19 5.5573 1.2062 0.1251  -0.900
C20 4.2097 0.8961 0.2512  -0.248
C21 -0.6168 2.3420 0.4740  0.080
C22 0.0075 2.6106 -0.9059  -1.517
C23 0.2331 3.0097 1.5703  -1.535
H1 -3.2763 4.4993 0.3699  0.378
H2 -1.6820 4.8999 1.0748  0.296
H3 -1.8302 4.6218 -0.6746  0.306
H4 -2.5600 0.2137 1.8545  0.293
H5 -2.6620 0.0914 -1.2082  0.361
H6 -2.3228 -1.2762 -0.1186  0.453
H7 -4.8311 0.1706 -2.0348  0.315
H8 -7.3015 -0.0721 -1.7290  0.371
H9 -8.1992 -1.0407 0.3957  0.376
H10 -6.6198 -1.7120 2.2169  0.376
H11 -4.1600 -1.4168 1.8994  0.339
H12 -0.3852 -1.0807 0.9300  0.560
H13 1.6676 1.1878 0.4761  -1.065
H14 2.1157 -1.8629 0.4238  0.398
H15 4.4850 -2.4581 0.8435  0.408
H16 6.8969 -1.8870 0.5944  0.448
H17 5.8636 2.2375 -0.0602  0.443
H18 3.4833 1.7092 0.1875  0.314
H19 -0.6775 2.2768 -1.6975  0.344
H20 0.1834 3.6897 -1.0107  0.484
H21 0.9614 2.0929 -1.0280  0.420
H22 -0.2943 2.9625 2.5323  0.376
H23 1.2094 2.5343 1.6845  0.345
H24 0.3928 4.0631 1.3021  0.485
N4 2.2077 -3.3570 -1.0122  -0.125
C24 2.9592 -4.4359 -0.8463  -0.346
N5 2.7185 -5.3458 -1.8487  -0.070
C25 1.7633 -4.8000 -2.6972  -0.417
C26 1.4623 -3.5607 -2.1640  -0.500
H25 3.6747 -4.6528 -0.0614  0.302
H26 3.1652 -6.2551 -1.9353  0.220
H27 1.3852 -5.3043 -3.5693  0.389
H28 0.7630 -2.8316 -2.5377  0.426

---

No. 6
DFT (ωB97M-V/def2-TZVPD) results for C9H21GdINO5P2 as an isolated structure in a non-equilibrium geometry.

## Properties
spin multiplicity: 8
highest occupied orbital energy (alpha / beta): -15.055 / -15.020 eV
total charge: +2

Last column: Mulliken charge in e.
Positions of all 40 atoms, in Å:
C1 3.8843 3.5495 -1.3678  -0.715
C2 3.6025 2.1939 -0.9676  0.760
H1 4.9809 3.7428 -1.5276  0.374
H2 3.4894 4.2177 -0.5702  0.328
H3 3.3202 3.7388 -2.3084  0.327
O1 3.8990 1.0992 -0.6974  -0.111
I1 -1.2087 3.6235 -0.8296  -0.208
Gd1 -0.0386 0.9898 -0.2685  0.201
P1 0.1850 -0.4394 -2.6989  0.951
C3 0.3069 -2.2273 -2.9924  -1.194
C4 -1.5108 -0.0943 -3.3075  -1.266
H4 -1.5457 -0.3505 -4.3755  0.449
H5 0.7877 0.0246 -4.9885  0.431
H6 -1.7407 0.9708 -3.1580  0.383
H7 1.2891 1.3501 -3.8897  0.295
H8 -0.4483 -2.7756 -2.4097  0.371
H9 -2.2566 -0.6879 -2.7583  0.377
C5 1.2233 0.2618 -4.0097  -1.218
H10 0.1704 -2.4310 -4.0648  0.403
H11 2.2328 -0.1569 -3.9372  0.352
H12 1.3065 -2.5473 -2.6685  0.381
P2 0.7031 1.0063 2.4662  0.939
C6 0.9619 -0.4028 3.5836  -1.205
C7 1.9253 2.2171 3.0353  -1.196
H13 -1.1790 2.5389 2.5013  0.377
H14 -0.7030 2.0020 4.1620  0.455
H15 -1.6675 0.9255 3.0902  0.372
C8 -0.8714 1.6847 3.1228  -1.276
H16 1.9156 3.0877 2.3685  0.293
H17 1.6885 2.5323 4.0592  0.427
H18 0.9994 -0.0458 4.6237  0.405
H19 1.9178 -0.8671 3.3062  0.383
H20 2.9216 1.7631 3.0013  0.352
H21 0.1580 -1.1454 3.4714  0.366
C9 2.0134 -0.7125 -0.0600  0.150
O2 2.6162 -1.6776 0.1164  -0.162
O3 -3.2421 -1.1903 0.6800  -0.485
N1 -2.2578 -0.5727 0.3733  0.997
O4 -1.0431 -1.0412 0.5272  -0.481
O5 -2.2937 0.6554 -0.1274  -0.382

---

No. 7
DFT (ωB97M-V/def2-TZVPD) results for a 2-piece molecular cluster, C15H18O2 overall in a non-equilibrium geometry.

## Properties
spin multiplicity: 1
highest occupied orbital energy: -8.251 eV
structure (SMILES): CCc1ccc(O)cc1.Cc1ccc(O)cc1

Last column: Mulliken charge in e.
Positions of all 35 atoms, in Å:
C1 2.7846 2.7360 -0.4364  -1.636
C2 0.8268 0.4718 -2.7940  -0.621
C3 -0.4594 0.8855 -2.5457  0.085
C4 1.8924 1.0883 -2.1516  -0.287
C5 1.6664 2.0957 -1.2225  0.592
C6 -0.6756 1.9877 -1.7148  -0.252
C7 0.3603 2.5096 -0.9708  -0.261
O1 -1.5351 0.2239 -3.0817  -0.593
H1 1.0069 -0.3963 -3.4217  0.385
H2 2.9112 0.7249 -2.2116  0.361
H3 -1.6956 2.3229 -1.6579  0.358
H4 -2.3147 0.7927 -2.9968  0.379
H5 3.5859 2.0355 -0.1913  0.336
H6 2.4226 3.1853 0.4853  0.342
H7 0.1041 3.1885 -0.1673  0.331
H8 3.1968 3.5776 -0.9930  0.410
C8 0.4272 0.1397 1.4720  0.839
C9 1.5762 -0.1429 2.4777  -1.346
C10 -0.6039 -0.9479 1.2767  0.012
C11 -0.6646 -2.0860 2.0607  -0.685
C12 -1.4953 -0.8513 0.1972  0.104
C13 -1.6635 -3.0485 1.8660  -0.833
C14 -2.4430 -1.8275 -0.0549  -0.802
C15 -2.5782 -2.8841 0.8510  0.792
O2 -3.5590 -3.8126 0.5852  -0.544
H9 0.0452 1.1283 1.7451  0.397
H10 0.9103 0.3268 0.5158  -0.379
H11 2.5289 0.2181 2.0976  0.323
H12 -0.0124 -2.1934 2.9153  0.292
H13 -1.4306 -0.1146 -0.5925  0.306
H14 -1.5694 -4.0023 2.3691  0.250
H15 -3.2028 -1.7268 -0.8128  0.375
H16 -3.3029 -4.6658 0.9716  0.300
H17 1.6621 -1.2047 2.6792  0.354
H18 1.2981 0.2658 3.4517  0.318

---

No. 8
DFT (ωB97M-V/def2-TZVPD) results for C24H26N4O3PdS3 as an isolated structure.

## Properties
spin multiplicity: 1
highest occupied orbital energy: -5.966 eV

Last column: Mulliken charge in e.
Positions of all 61 atoms, in Å:
Pd1 0.1760 1.0741 0.5849  -0.344
C1 -0.8007 4.3979 -2.4786  -0.782
C2 -0.8371 4.8140 -1.0448  0.488
N1 -0.5618 4.0254 -0.0571  -0.025
C3 -0.6778 4.6693 1.1495  0.199
C4 -1.0655 5.9725 1.0661  -0.504
S1 -1.2718 6.4174 -0.5685  -0.229
C5 -0.3865 3.9610 2.4062  -0.306
C6 -0.3054 4.5676 3.6198  -0.427
S2 -0.0172 3.4093 4.8378  -0.250
C7 -0.0230 2.1650 3.6451  0.506
N2 -0.2116 2.5919 2.4338  0.108
C8 0.1823 0.7371 4.0248  -0.449
H1 -0.0897 3.5818 -2.5814  -0.058
H2 -0.4985 5.2203 -3.1258  0.484
H3 -1.7809 4.0461 -2.8058  0.279
H4 -1.2356 6.6738 1.8652  0.384
H5 -0.3906 5.6162 3.8486  0.384
H6 -0.6136 0.3981 4.6900  0.478
H7 1.1361 0.6130 4.5395  0.300
H8 0.1785 0.1320 3.1206  -0.333
N3 -0.7104 -1.0690 1.1246  -0.454
C9 -0.5191 -2.0373 0.5303  -0.329
C10 -0.3060 -3.2787 -0.1638  0.802
C11 0.9183 -3.5419 -0.7742  -0.009
C12 1.1036 -4.7557 -1.4179  -0.940
C13 0.0789 -5.6915 -1.4602  -0.356
C14 -1.1435 -5.4192 -0.8586  -0.662
C15 -1.3400 -4.2136 -0.2076  -0.303
H9 1.6836 -2.7788 -0.7841  0.558
H10 2.0490 -4.9630 -1.9013  0.423
H11 0.2298 -6.6342 -1.9701  0.403
H12 -1.9439 -6.1461 -0.8969  0.408
H13 -2.2873 -3.9826 0.2611  0.507
C16 1.0732 0.9698 -3.4142  -1.288
S3 0.6938 0.5316 -1.6783  1.013
O1 1.4992 -0.7301 -1.5454  -0.644
C17 -1.0034 0.0317 -2.0365  0.448
C18 -2.0641 0.8611 -1.7000  0.009
C19 -3.3622 0.4326 -1.9400  -0.735
C20 -3.5950 -0.8193 -2.4958  -0.560
C21 -2.5263 -1.6469 -2.8158  -0.615
C22 -1.2254 -1.2196 -2.5888  -0.738
H14 0.9885 0.0450 -3.9837  0.369
H15 2.0961 1.3414 -3.4499  0.409
H16 0.3753 1.7199 -3.7829  0.377
H17 -1.8681 1.8122 -1.2183  0.345
H18 -4.1950 1.0689 -1.6686  0.421
H19 -4.6098 -1.1550 -2.6678  0.396
H20 -2.7049 -2.6280 -3.2384  0.441
H21 -0.3809 -1.8639 -2.8070  0.445
N4 3.6317 -3.0441 2.5760  -0.748
C23 2.5923 -2.0259 2.4363  0.764
C24 3.1344 -0.7457 1.8158  0.345
O2 4.3518 -0.8671 1.2745  -0.535
O3 2.5089 0.2767 1.7878  -0.472
H22 3.2636 -3.9762 2.4508  0.214
H23 4.0745 -3.0046 3.4847  0.187
H24 4.6244 -1.7923 1.4373  0.400
H25 2.0841 -1.7588 3.3649  0.257
H26 1.8246 -2.3852 1.7519  -0.456

---

No. 9
DFT (ωB97M-V/def2-TZVPD) results for one molecule with the formula C5H11NOS in a non-equilibrium geometry.

## Properties
spin multiplicity: 1
highest occupied orbital energy: -9.013 eV
structure (SMILES): C[C@@H]1[C@@H](O)[C@@]1(S)CN

Last column: Mulliken charge in e.
Positions of all 19 atoms, in Å:
C1 0.5855 -2.0239 -1.0700  -1.434
C2 0.2063 -0.9453 -0.0535  0.055
C3 -1.2151 -0.4185 0.1242  -0.449
C4 -0.1804 0.4823 -0.4688  0.384
C5 0.3155 1.6663 0.3436  -0.842
H1 0.5831 -3.0169 -0.5548  0.367
H2 -0.1563 -2.0549 -1.8961  0.316
H3 1.5996 -1.8270 -1.4232  0.332
H4 0.7874 -0.9585 0.8850  0.504
H5 -2.0078 -0.8458 -0.5154  0.357
H6 -1.6258 -0.9195 1.9285  0.334
H7 0.8537 0.7719 -2.6298  0.133
H8 1.2145 2.0094 -0.1593  0.499
H9 -0.5405 2.4080 0.2130  0.271
H10 -0.1813 1.3109 2.2638  0.241
H11 1.1777 2.2369 2.0521  0.259
N1 0.7074 1.3796 1.7338  -0.590
O1 -1.6770 -0.0822 1.4662  -0.549
S1 -0.4464 0.8271 -2.2392  -0.188